Here is the molecule C5H8O from OMol25. Energies are from wB97M-V/def2-TZVPD.

Structure (XYZ):
```
14
Properties=species:S:1:pos:R:3:lowdin_charge:R:1
C -1.38478 1.89324 -1.33604 0.0530
C -1.03476 0.87376 -0.52591 -0.2218
C 0.36895 0.67164 -0.27320 0.0725
C 0.78610 -0.71181 0.06061 -0.4996
C 1.14695 -0.72595 1.55616 -0.0512
O -0.11854 -1.80466 -0.12570 -0.0652
H -2.41343 2.05601 -1.65339 0.0634
H -1.81214 0.19834 -0.15421 0.1055
H -0.62679 2.55859 -1.74155 0.0632
H 1.71831 -0.90239 -0.49862 0.1398
H 0.24833 -0.56899 2.16155 0.0861
H 1.54997 -1.71254 1.80245 0.0838
H 1.88274 0.04308 1.79723 0.0802
H -0.31091 -1.86832 -1.06938 0.0905
```

Energy relative to the best compared isomer or geometry (same formula, charge and spin)   4.2362 eV
HOMO-LUMO gap   7.65 eV
Electronic energy   -270.4022 Ha

Here is a cluster of 10 separate species, C36H42F14N13O28S14 in total in a non-equilibrium geometry from OMol25. Energies are from wB97M-V/def2-TZVPD.

Structure (XYZ):
```
147
Properties=species:S:1:pos:R:3:lowdin_charge:R:1
C 2.66292 -1.36631 2.92472 -0.0054
N 2.28765 -0.85913 1.60583 -0.0719
C 2.07681 0.46308 1.50512 0.0048
C 1.62163 1.00102 0.32646 0.0806
C 1.27450 0.14847 -0.74901 -0.0668
C 1.50032 -1.22571 -0.57596 0.0443
C 2.02160 -1.69619 0.61174 0.0117
C 1.01226 0.73722 -2.08341 -0.1356
C 0.05165 0.21366 -2.92517 0.0316
C -0.20138 0.79902 -4.15526 0.0490
N 0.57163 1.83295 -4.54963 -0.0153
C 1.53931 2.31175 -3.76578 -0.0075
C 1.73140 1.85875 -2.46824 0.0366
C 0.56025 2.25488 -6.00809 0.0667
H 3.16634 -0.56448 3.45226 0.0751
H 3.31599 -2.22791 2.82341 0.1086
H 1.71070 -1.61375 3.38781 0.0852
H 2.34285 0.99968 2.40081 0.1021
H 1.43283 2.06496 0.24420 0.1136
H 1.31192 -1.90227 -1.39677 0.0805
H 2.18777 -2.74867 0.80352 0.1245
H -0.47330 -0.67470 -2.60775 0.1096
H -0.84893 0.33813 -4.88511 0.1127
H 2.16628 3.10489 -4.14456 0.1432
H 2.60865 2.19061 -1.93454 0.1387
H 0.19505 1.40745 -6.57227 0.0678
H 1.59642 2.44634 -6.27349 0.1028
H 0.02860 3.20300 -6.01337 0.0941
C 3.44327 -1.49753 7.01168 0.0649
N 3.39613 -0.26016 7.86528 -0.0561
C 4.49877 0.40276 8.20263 0.0226
C 4.37908 1.62575 8.85920 0.0419
C 3.13057 2.13130 9.13586 -0.1517
C 1.99437 1.39773 8.79121 0.0614
C 2.16212 0.23028 8.08166 0.0180
C 2.93679 3.48186 9.69691 -0.1049
C 1.96567 4.35564 9.21776 0.0722
C 1.78295 5.57500 9.82465 0.0428
N 2.43538 5.93210 10.96308 -0.0820
C 3.31543 5.05562 11.48179 0.0033
C 3.61241 3.86279 10.86158 0.0506
C 2.27111 7.24416 11.59404 0.0286
H 2.63172 -2.14370 7.32354 0.0922
H 4.44214 -1.91018 7.08774 0.1105
H 3.21312 -1.09100 6.02630 0.0951
H 5.43058 -0.04497 7.89160 0.1530
H 5.26766 2.20190 9.07804 0.1369
H 1.04110 1.80389 9.09528 0.1448
H 1.27852 -0.30395 7.75924 0.1598
H 1.36546 4.16282 8.33417 0.1368
H 1.17827 6.37979 9.42891 0.1594
H 3.69949 5.24696 12.47382 0.1471
H 4.35887 3.25430 11.35225 0.1371
H 2.69416 7.24783 12.59745 0.1025
H 1.20451 7.36778 11.77887 0.1143
H 2.74056 8.05827 11.05045 0.1173
C -0.55616 -4.52129 -0.18993 0.0299
N -1.76870 -4.21792 -0.95910 -0.0529
C -2.96787 -4.54530 -0.44708 0.0274
C -4.06778 -4.52348 -1.27779 0.0309
C -3.94842 -4.24035 -2.61861 -0.1407
C -2.69895 -3.91461 -3.11465 0.0739
C -1.63680 -3.78306 -2.22862 0.0594
C -5.17488 -4.17107 -3.47838 -0.0901
C -6.06829 -5.23718 -3.52369 0.0403
C -7.17828 -5.18801 -4.34771 -0.0033
N -7.34267 -4.12708 -5.15204 -0.0871
C -6.47412 -3.09648 -5.20153 0.0571
C -5.40156 -3.10430 -4.34820 0.0666
C -8.44326 -4.15824 -6.14459 0.0328
H -0.66660 -4.55349 0.89538 0.0935
H 0.27725 -3.86875 -0.42307 0.0759
H -0.33568 -5.56184 -0.42467 0.1120
H -3.02171 -4.88889 0.57424 0.1526
H -5.02267 -4.83207 -0.87179 0.1327
H -2.48038 -3.54506 -4.10664 0.1039
H -0.60243 -3.60255 -2.50184 0.1423
H -5.97214 -6.11310 -2.89592 0.1310
H -7.84175 -6.03009 -4.46673 0.1441
H -6.54874 -2.37240 -5.99935 0.1624
H -4.71830 -2.26318 -4.29580 0.1069
H -8.17440 -3.41752 -6.89164 0.1011
H -9.37471 -3.95764 -5.62236 0.1094
H -8.50830 -5.10553 -6.67515 0.1047
N -5.26229 0.35232 -1.44528 -0.2748
S -3.89596 0.08027 -2.37272 0.5627
O -2.67325 0.10084 -1.61005 -0.2901
O -3.74732 0.41959 -3.75375 -0.2511
F -4.14486 -1.54798 -2.50353 -0.2512
S -5.35304 1.87973 -1.71118 0.4396
O -5.64176 2.22758 -3.07881 -0.2989
O -4.56505 2.83033 -0.98681 -0.2563
F -6.87013 2.08233 -1.12607 -0.2394
N 1.64534 0.93239 4.80465 -0.2797
S -0.00511 1.12061 4.59365 0.5378
O -0.40852 2.09987 3.62579 -0.2360
O -0.75727 0.86689 5.79118 -0.2767
F -0.25113 -0.17404 3.67370 -0.1815
S 1.95902 2.44099 4.99715 0.4461
O 1.10841 3.26327 5.83023 -0.3142
O 2.51091 3.15638 3.89218 -0.2453
F 3.24559 2.30800 6.00326 -0.2330
N 2.23578 -3.85109 -2.58098 -0.2986
S 3.37326 -2.97665 -3.09938 0.4354
O 4.04026 -3.39844 -4.29087 -0.2534
O 4.12116 -2.24121 -2.11154 -0.2901
F 2.35655 -1.81707 -3.65147 -0.2209
S 3.07950 -5.08386 -1.85327 0.5200
O 3.78346 -4.72210 -0.65703 -0.2785
O 3.70789 -6.04589 -2.70470 -0.2591
F 1.77949 -5.86162 -1.36158 -0.2066
N 1.49533 5.27512 -2.21951 -0.2856
S 0.12715 4.94660 -1.54869 0.4561
O -0.74154 4.00843 -2.19848 -0.2768
O -0.49100 5.91642 -0.70418 -0.2710
F 0.82320 3.93066 -0.45144 -0.2623
S 0.96508 6.09414 -3.55606 0.5000
O 0.29871 7.33045 -3.33158 -0.2560
O 0.49960 5.19893 -4.57678 -0.2797
F 2.39582 6.52925 -4.06754 -0.1798
N -0.87340 -0.88622 -6.91433 -0.2625
S -1.58536 -2.21752 -6.57591 0.4692
O -1.29687 -3.35314 -7.41070 -0.2720
O -2.84779 -2.20627 -5.87231 -0.3232
F -0.61770 -2.61306 -5.31198 -0.2373
S -2.08749 -0.18443 -7.78024 0.5074
O -3.02727 0.62223 -7.08524 -0.2500
O -2.46242 -0.88626 -8.98672 -0.2735
F -1.16972 0.98133 -8.37785 -0.1904
N 2.03625 -5.92991 4.54648 -0.2571
S 1.33748 -5.60245 3.19645 0.4396
O 1.61054 -4.31401 2.63087 -0.3098
O 0.04622 -6.18691 2.94472 -0.2942
F 2.29804 -6.50084 2.23681 -0.2027
S 1.24545 -4.76186 5.45658 0.5333
O -0.19312 -4.73932 5.44625 -0.2728
O 1.95820 -3.52448 5.47511 -0.3110
F 1.49583 -5.39568 6.90826 -0.2010
N 0.11785 5.06504 -10.36768 -0.2866
S 0.63461 4.64454 -8.86306 0.5170
O 0.76095 5.80171 -8.04049 -0.2784
O 1.48911 3.50264 -8.75244 -0.2789
F -0.79267 4.10054 -8.30284 -0.2168
S 1.41384 5.67961 -10.94324 0.4339
O 2.35512 4.73166 -11.48361 -0.3172
O 2.06523 6.79441 -10.30458 -0.3083
F 0.74217 6.38388 -12.23202 -0.2245
```

Energy relative to the best compared isomer or geometry (same formula, charge and spin)   0.0000 eV
Charge   -1
HOMO-LUMO gap   1.95 eV
Electronic energy   -11188.0047 Ha

Here is a cluster of 8 separate species, C32H40Cl14F9O8S2 in total in a non-equilibrium geometry from OMol25. Energies are from wB97M-V/def2-TZVPD.

Structure (XYZ):
```
105
Properties=species:S:1:pos:R:3:lowdin_charge:R:1
C 1.27908 -4.15790 2.89380 -0.1676
S 2.16758 -3.00896 1.74014 0.7164
O 3.04786 -3.85491 0.85242 -0.3811
O 1.09403 -2.40665 0.82823 -0.3986
C 3.04229 -1.61414 2.58673 -0.1244
C 4.61438 -1.53797 2.78279 -0.0624
C 5.56007 -2.72302 2.28345 -0.0955
C 5.16699 -4.02273 3.18360 -0.1727
O 6.04201 -4.78273 3.69541 -0.0194
C 5.31494 -0.31725 3.48071 0.0234
C 6.91618 -0.22613 3.72250 -0.5557
O 7.74376 -0.22978 2.75276 -0.0756
O 7.29648 -0.17269 5.06312 -0.1831
C 4.49629 0.92382 4.02318 0.1020
C 2.95488 0.84933 3.84737 -0.0216
C 2.23692 -0.38239 3.16303 -0.0010
C 0.62027 -0.33309 3.07306 -0.2149
O -0.06722 -1.36395 3.28831 0.0227
C 0.01722 1.12467 2.75013 -0.0209
C -1.21294 1.41124 1.77482 -0.1527
C -2.41834 0.35896 1.86624 -0.0754
C -3.53245 0.74712 2.99511 -0.2787
F -4.62234 1.47871 2.43984 0.0489
F -2.84178 1.70026 3.85530 0.0215
C -3.93961 -0.46526 3.95529 -0.2920
F -2.83825 -1.30263 4.32726 0.0628
F -4.37580 0.12846 5.19949 0.0379
S -5.32633 -1.57200 3.37552 1.0078
F -5.60382 -2.02177 4.99300 -0.1887
F -4.22604 -2.86296 3.30375 -0.1911
F -5.07149 -1.27256 1.75689 -0.1624
F -6.50357 -0.40375 3.54019 -0.1617
F -6.53225 -2.64368 2.92909 -0.1694
C 0.67999 2.24244 3.36883 -0.1191
O 0.28204 3.61253 3.16572 -0.0102
C 1.97487 2.04565 4.32926 -0.2079
O 2.16679 2.73368 5.36179 0.0634
H 1.30582 -3.73821 3.95636 0.0755
H 0.16608 -4.18832 2.58447 0.0848
H 1.70725 -5.23010 2.82346 0.0843
H 5.40152 -2.98857 1.16602 0.1297
H 6.67872 -2.53661 2.41100 0.1180
H 4.05326 -4.30342 3.35744 0.1062
H 5.01625 1.81187 4.50896 0.1271
H -0.79367 1.32750 0.69664 0.0963
H -1.56998 2.50915 1.85625 0.1188
H -2.10392 -0.73715 1.94581 0.1294
H -2.99636 0.44365 0.86370 0.0815
H -0.60863 3.67076 3.60607 0.1220
Cl 0.32929 3.96425 -1.00687 0.5599
C -0.76010 3.68133 -2.38878 -0.6904
C -2.21691 3.66388 -1.97410 -0.6498
Cl -2.61578 2.23727 -0.98358 0.6238
H -0.46690 2.74507 -2.86583 -0.0242
H -0.58724 4.49354 -3.09847 0.0771
H -2.85416 3.62160 -2.85914 -0.0046
H -2.48379 4.55660 -1.40490 0.0745
Cl 12.24284 -1.86868 1.12857 0.5122
C 11.71658 -1.57906 2.80734 -0.6600
C 10.95050 -0.27952 2.95199 -0.6528
Cl 11.99658 1.14646 2.71779 0.5278
H 12.60053 -1.59809 3.44760 0.0626
H 11.07568 -2.41787 3.08643 0.0754
H 10.53414 -0.20431 3.95850 0.0760
H 10.12718 -0.21613 2.23889 0.0525
Cl 9.14283 3.49765 5.58473 0.5509
C 10.91394 3.50146 5.40366 -0.6874
C 11.60588 4.19590 6.56006 -0.6694
Cl 11.30481 5.95250 6.56888 0.5158
H 11.15662 3.97172 4.44927 0.0620
H 11.22884 2.45688 5.35776 0.0467
H 12.68672 4.06150 6.47967 0.0680
H 11.28291 3.79278 7.52189 0.0671
Cl -4.81552 0.87995 -5.83021 0.5261
C -5.34316 1.17059 -4.15416 -0.6836
C -6.12258 2.46348 -4.01685 -0.6470
Cl -5.09584 3.89945 -4.25913 0.5675
H -4.45845 1.16317 -3.51393 0.0393
H -5.97427 0.32736 -3.87099 0.0069
H -6.53921 2.53949 -3.01029 0.0770
H -6.94647 2.51331 -4.73153 0.0636
Cl -7.81751 -0.77983 -5.17738 0.5891
C -7.79206 -1.48504 -6.81354 -0.6583
C -8.38754 -2.87844 -6.84552 -0.6908
Cl -7.36780 -4.06506 -5.99445 0.5521
H -6.75989 -1.48075 -7.16864 0.0668
H -8.37464 -0.81870 -7.45339 0.0042
H -8.47463 -3.22009 -7.87896 0.0462
H -9.38171 -2.90149 -6.39411 0.0580
Cl 1.66731 0.01977 -3.87550 0.5575
C 0.41344 -0.66089 -4.94099 -0.6600
C -0.42067 0.41806 -5.60250 -0.6285
Cl -1.45453 1.27681 -4.43399 0.6134
H -0.20351 -1.33949 -4.34928 0.0722
H 0.93053 -1.24784 -5.70321 0.0718
H -1.08619 -0.02913 -6.34415 0.0716
H 0.20448 1.15676 -6.10794 0.0724
Cl -11.11237 -3.58860 -9.29487 0.5568
C -11.66265 -2.00979 -8.68032 -0.6523
C -11.34007 -0.87914 -9.63738 -0.6426
Cl -9.58973 -0.56396 -9.74115 0.5827
H -11.20766 -1.84917 -7.70115 0.0590
H -12.74389 -2.08290 -8.54540 0.0744
H -11.80709 0.04486 -9.29019 0.0746
H -11.70606 -1.08801 -10.64448 0.0702
```

Charge   -1
HOMO-LUMO gap   5.46 eV
Electronic energy   -9982.8012 Ha